Entry 1:
ORCA calculation (ωB97M-V/def2-TZVPD) on a structure of composition C72H144N7O30V in a non-equilibrium geometry.

Properties
**Kohn-Sham gap (spin up / spin down)**: 0.20863 / 0.16570 hartree
**Total charge**: +1
**E_tot**: -6413.55200 Eh
**Expectation value of S²**: 0.760
**LUMO (spin up / spin down)**: -3.637 / -4.805 eV
**Multiplicity**: 2

Geometry (Å):
O: -11.364 -2.973 7.094
V: -12.705 -3.207 7.921
O: -12.541 -4.629 8.703
C: -13.497 -1.441 5.036
C: -13.538 -2.857 4.352
C: -12.386 -2.919 3.305
C: -11.983 -4.274 2.759
C: -11.767 -5.384 3.789
C: -12.970 -5.397 4.815
N: -13.459 -4.008 5.258
O: -14.411 -4.013 6.394
C: -12.354 -6.095 6.025
C: -14.056 -6.312 4.168
C: -14.848 -2.843 3.455
H: -14.432 -1.284 5.573
H: -13.363 -0.636 4.313
H: -12.673 -1.251 5.724
H: -11.521 -2.271 3.444
H: -12.639 -2.270 2.467
H: -11.094 -4.164 2.138
H: -12.771 -4.424 2.021
H: -10.760 -5.345 4.202
H: -11.818 -6.191 3.057
H: -13.095 -6.435 6.748
H: -11.529 -5.550 6.482
H: -11.881 -7.045 5.775
H: -15.060 -6.262 4.589
H: -13.797 -7.361 4.022
H: -14.275 -5.904 3.182
H: -14.918 -3.560 2.637
H: -15.066 -1.848 3.068
H: -15.685 -3.151 4.083
C: -10.688 -5.427 -1.451
C: -11.152 -3.949 -1.356
O: -12.435 -4.052 -1.929
C: -12.541 -5.130 -2.637
O: -13.478 -5.387 -3.381
O: -11.439 -5.907 -2.519
H: -10.916 -5.914 -0.503
H: -9.627 -5.491 -1.691
H: -10.430 -3.319 -1.875
H: -11.392 -3.526 -0.381
C: -17.781 -2.591 5.609
C: -18.069 -3.952 6.220
O: -18.814 -3.627 7.372
C: -19.291 -2.435 7.232
O: -20.187 -1.976 7.899
O: -18.680 -1.766 6.209
H: -17.903 -2.608 4.526
H: -16.760 -2.263 5.806
H: -17.132 -4.387 6.569
H: -18.581 -4.689 5.602
C: -13.793 3.087 5.635
C: -14.154 2.196 4.541
O: -12.933 1.839 4.030
C: -11.996 1.924 4.996
O: -10.772 1.664 4.915
O: -12.674 2.332 6.064
H: -14.407 2.929 6.522
H: -13.664 4.124 5.324
H: -14.761 2.709 3.795
H: -14.880 1.459 4.885
C: -17.304 -1.906 0.805
C: -17.279 -3.279 0.082
O: -15.946 -3.493 -0.110
C: -15.216 -2.406 0.187
O: -14.046 -2.309 -0.083
O: -16.022 -1.454 0.584
H: -17.473 -2.069 1.870
H: -18.095 -1.379 0.273
H: -17.803 -3.387 -0.868
H: -17.532 -4.060 0.799
C: -13.946 -7.693 0.120
C: -15.112 -6.681 0.046
O: -16.229 -7.445 0.338
C: -15.853 -8.758 0.470
O: -16.615 -9.608 0.819
O: -14.517 -8.927 0.368
H: -13.428 -7.362 1.020
H: -13.402 -7.686 -0.825
H: -15.141 -6.184 -0.923
H: -15.102 -5.921 0.828
C: -9.568 1.182 1.872
C: -10.591 0.035 1.523
O: -10.034 -0.481 0.357
C: -8.822 -0.052 0.114
O: -8.083 -0.569 -0.716
O: -8.549 0.967 0.940
H: -9.158 0.884 2.837
H: -10.001 2.182 1.879
H: -11.595 0.345 1.234
H: -10.666 -0.725 2.301
C: -11.223 -6.583 12.069
C: -11.938 -7.856 11.672
C: -13.359 -7.412 11.051
C: -14.071 -8.452 10.121
C: -13.058 -8.773 8.990
C: -11.687 -9.298 9.468
N: -11.136 -8.511 10.621
O: -9.888 -8.857 11.044
C: -11.857 -10.804 9.870
C: -10.766 -9.121 8.232
C: -12.103 -8.742 12.938
H: -11.763 -6.086 12.875
H: -11.101 -5.861 11.262
H: -10.238 -6.866 12.441
H: -14.066 -7.135 11.833
H: -13.207 -6.531 10.428
H: -15.037 -8.154 9.713
H: -14.244 -9.339 10.730
H: -13.002 -7.789 8.525
H: -13.557 -9.484 8.332
H: -10.876 -11.261 9.747
H: -12.285 -11.010 10.852
H: -12.421 -11.310 9.086
H: -11.226 -9.555 7.344
H: -10.443 -8.110 7.984
H: -9.882 -9.728 8.424
H: -11.142 -9.093 13.315
H: -12.659 -9.625 12.623
H: -12.673 -8.243 13.722
H: -9.432 -8.286 10.423
C: -5.936 -4.317 -0.135
C: -6.347 -4.093 1.369
C: -7.843 -4.231 1.470
C: -8.398 -5.726 1.488
C: -7.663 -6.498 2.581
C: -6.111 -6.478 2.377
N: -5.638 -5.106 2.191
O: -4.275 -5.000 2.051
C: -5.454 -7.018 3.685
C: -5.771 -7.383 1.140
C: -5.826 -2.706 1.905
H: -6.101 -3.404 -0.707
H: -6.496 -5.158 -0.545
H: -4.893 -4.546 -0.354
H: -8.269 -3.652 2.290
H: -8.351 -3.808 0.603
H: -8.289 -6.234 0.530
H: -9.466 -5.635 1.685
H: -8.152 -7.473 2.564
H: -7.874 -6.128 3.584
H: -4.393 -7.093 3.445
H: -5.613 -6.347 4.530
H: -5.853 -8.012 3.888
H: -5.402 -8.300 1.601
H: -6.619 -7.490 0.463
H: -4.901 -7.009 0.601
H: -4.743 -2.690 1.789
H: -5.936 -2.671 2.989
H: -6.291 -1.908 1.326
H: -4.052 -4.691 2.932
C: -20.301 -10.469 5.769
C: -19.675 -10.237 7.181
C: -18.874 -11.449 7.740
C: -17.552 -11.671 6.946
C: -16.739 -10.411 7.040
C: -17.432 -9.119 6.532
N: -18.804 -9.072 7.089
O: -19.515 -7.887 6.803
C: -16.557 -7.907 6.980
C: -17.362 -9.128 4.934
C: -20.777 -10.011 8.200
H: -20.606 -9.526 5.314
H: -21.121 -11.185 5.731
H: -19.565 -10.891 5.084
H: -18.538 -11.218 8.751
H: -19.488 -12.349 7.719
H: -17.833 -12.059 5.967
H: -17.045 -12.552 7.340
H: -15.989 -10.630 6.281
H: -16.144 -10.242 7.938
H: -15.537 -7.983 6.603
H: -16.801 -6.968 6.483
H: -16.650 -7.655 8.037
H: -16.392 -8.799 4.561
H: -17.449 -10.134 4.522
H: -18.178 -8.526 4.533
H: -21.627 -9.430 7.840
H: -20.470 -9.410 9.056
H: -21.172 -10.896 8.699
H: -19.549 -7.378 7.616
C: -15.770 -3.334 9.183
O: -14.645 -2.515 8.768
C: -14.735 -1.160 9.222
C: -13.544 -0.302 8.653
N: -12.277 -1.020 8.936
C: -12.036 -1.343 10.384
C: -10.739 -2.112 10.683
O: -10.497 -3.246 9.800
C: -9.305 -3.868 10.103
H: -15.725 -4.213 8.540
H: -16.765 -2.889 9.165
H: -15.620 -3.679 10.205
H: -14.584 -1.140 10.301
H: -15.674 -0.652 9.000
H: -13.353 0.634 9.179
H: -13.627 -0.161 7.575
H: -11.518 -0.377 8.761
H: -12.723 -2.057 10.839
H: -12.008 -0.466 11.029
H: -10.776 -2.319 11.752
H: -10.030 -1.315 10.459
H: -9.270 -4.321 11.094
H: -8.398 -3.279 9.964
H: -9.026 -4.660 9.408
C: -9.992 -14.723 -0.992
O: -10.434 -13.390 -0.592
C: -11.772 -13.279 -0.146
C: -11.996 -11.817 0.307
N: -11.335 -11.418 1.513
C: -11.591 -9.966 1.861
C: -10.819 -9.647 3.172
O: -9.415 -9.679 3.027
C: -8.806 -9.468 4.333
H: -10.523 -15.034 -1.892
H: -10.044 -15.523 -0.253
H: -8.933 -14.654 -1.243
H: -12.134 -13.865 0.699
H: -12.407 -13.490 -1.006
H: -13.064 -11.724 0.505
H: -11.770 -11.102 -0.484
H: -10.326 -11.447 1.495
H: -12.670 -9.855 1.967
H: -11.218 -9.281 1.099
H: -11.278 -10.237 3.966
H: -11.069 -8.652 3.540
H: -9.346 -10.040 5.088
H: -8.899 -8.428 4.645
H: -7.740 -9.668 4.441
C: -17.854 1.195 2.592
O: -18.762 0.147 2.950
C: -19.974 0.065 2.183
C: -20.818 -1.146 2.773
N: -20.055 -2.416 2.522
C: -20.682 -3.521 3.314
C: -20.075 -4.814 2.890
O: -18.654 -4.814 3.165
C: -17.920 -5.944 2.743
H: -16.974 1.237 3.234
H: -18.287 2.184 2.745
H: -17.465 1.035 1.587
H: -19.778 -0.169 1.136
H: -20.540 0.996 2.190
H: -21.684 -1.181 2.112
H: -21.179 -1.056 3.798
H: -19.130 -2.409 2.926
H: -21.769 -3.438 3.330
H: -20.339 -3.452 4.346
H: -20.189 -4.813 1.806
H: -20.608 -5.557 3.484
H: -17.950 -6.266 1.703
H: -18.279 -6.816 3.290
H: -16.877 -5.910 3.059

These are the Löwdin partial charges, in e, on atoms 1 to 6: -0.287, 0.941, -0.278, -0.014, -0.391, -0.138



Entry 2:
ORCA calculation (ωB97M-V/def2-TZVPD) on a cluster of 8 separate species, C72H152N8O8 in total in a non-equilibrium geometry.

Properties
**Kohn-Sham gap (spin up / spin down)**: 0.23273 / 0.09167 hartree
**Energy above the lowest of the compared OMol25 structures with the same formula, charge and spin**: 392.61 kJ/mol
**Total charge**: +1
**E_tot**: -3873.52134 Eh
**Expectation value of S²**: 0.755
**LUMO (spin up / spin down)**: -2.721 / -6.559 eV
**Multiplicity**: 2

Geometry (Å):
C: -0.428 7.871 -0.707
C: 0.290 6.551 -0.245
C: -0.854 5.586 0.148
C: -1.719 5.001 -1.013
C: -0.670 4.285 -1.915
C: 0.543 5.094 -2.403
N: 1.038 6.019 -1.347
O: 2.100 6.897 -1.836
C: 1.808 4.131 -2.566
C: 0.051 5.911 -3.654
C: 1.254 6.800 0.944
H: -0.625 8.455 0.192
H: -1.416 7.800 -1.161
H: 0.205 8.351 -1.454
H: -0.455 4.728 0.690
H: -1.631 5.931 0.829
H: -2.162 5.798 -1.611
H: -2.488 4.283 -0.727
H: -1.185 3.734 -2.702
H: -0.252 3.465 -1.330
H: 2.262 4.550 -3.464
H: 2.624 4.199 -1.845
H: 1.688 3.058 -2.714
H: -0.780 6.580 -3.428
H: 0.730 6.686 -4.012
H: -0.253 5.378 -4.555
H: 0.834 7.335 1.796
H: 2.066 7.416 0.557
H: 1.637 5.849 1.315
H: 2.781 6.486 -1.299
C: -4.979 3.437 2.247
C: -4.028 3.038 3.400
C: -2.923 4.131 3.338
C: -1.924 4.169 4.511
C: -2.801 4.283 5.793
C: -4.006 3.283 5.921
N: -4.774 3.158 4.635
O: -5.947 2.402 4.769
C: -3.524 1.972 6.402
C: -4.980 3.985 7.000
C: -3.285 1.772 3.045
H: -5.603 4.317 2.405
H: -5.651 2.594 2.091
H: -4.458 3.418 1.290
H: -2.344 4.007 2.423
H: -3.397 5.106 3.222
H: -1.339 5.081 4.392
H: -1.373 3.233 4.599
H: -3.207 5.283 5.641
H: -2.297 4.332 6.758
H: -3.601 1.915 7.488
H: -4.023 1.063 6.066
H: -2.467 1.755 6.251
H: -5.349 4.871 6.483
H: -5.844 3.333 7.130
H: -4.530 4.191 7.971
H: -2.912 1.773 2.020
H: -3.960 0.937 3.232
H: -2.439 1.591 3.708
H: -6.650 2.994 4.491
C: 4.568 -5.563 -5.365
C: 3.374 -5.046 -6.166
C: 2.164 -5.918 -5.572
C: 1.585 -5.201 -4.412
C: 1.217 -3.771 -4.700
C: 2.415 -2.889 -5.057
N: 3.203 -3.546 -6.168
O: 4.116 -2.730 -6.849
C: 1.819 -1.463 -5.484
C: 3.317 -2.549 -3.876
C: 3.278 -5.421 -7.630
H: 4.549 -5.367 -4.293
H: 5.469 -4.996 -5.599
H: 4.785 -6.607 -5.589
H: 1.428 -6.224 -6.316
H: 2.418 -6.897 -5.166
H: 2.409 -5.292 -3.704
H: 0.785 -5.777 -3.946
H: 0.651 -3.542 -3.797
H: 0.366 -3.850 -5.376
H: 2.477 -0.605 -5.623
H: 1.338 -1.554 -6.458
H: 1.156 -1.103 -4.697
H: 3.476 -1.490 -3.672
H: 2.964 -3.004 -2.951
H: 4.354 -2.829 -4.063
H: 3.119 -6.478 -7.843
H: 4.260 -5.298 -8.086
H: 2.500 -4.837 -8.122
H: 3.588 -2.363 -7.561
C: -2.914 -9.253 -5.117
C: -1.728 -8.319 -4.912
C: -1.576 -7.548 -6.300
C: -2.056 -6.068 -6.242
C: -3.159 -5.892 -5.312
C: -2.924 -6.242 -3.786
N: -1.954 -7.418 -3.709
O: -2.014 -8.049 -2.525
C: -2.240 -5.167 -2.859
C: -4.329 -6.431 -3.184
C: -0.391 -9.164 -4.796
H: -2.704 -9.948 -5.930
H: -3.769 -8.614 -5.337
H: -3.309 -9.820 -4.274
H: -0.551 -7.784 -6.584
H: -2.310 -7.959 -6.994
H: -2.347 -5.568 -7.166
H: -1.322 -5.338 -5.900
H: -3.954 -6.460 -5.793
H: -3.469 -4.855 -5.442
H: -1.216 -5.013 -3.198
H: -2.866 -4.276 -2.807
H: -2.275 -5.531 -1.832
H: -4.829 -5.512 -3.488
H: -4.854 -7.296 -3.591
H: -4.377 -6.568 -2.104
H: -0.296 -9.913 -5.582
H: -0.366 -9.649 -3.820
H: 0.443 -8.464 -4.739
H: -1.124 -7.865 -2.213
C: 4.064 2.459 6.508
C: 2.630 3.020 6.880
C: 1.679 1.805 6.804
C: 0.283 1.949 7.451
C: 0.624 2.312 8.910
C: 1.471 3.688 8.981
N: 2.699 3.453 8.212
O: 3.663 4.443 8.455
C: 0.590 4.908 8.546
C: 1.858 3.754 10.430
C: 2.242 4.129 5.849
H: 4.840 3.207 6.347
H: 4.159 2.017 5.516
H: 4.255 1.789 7.346
H: 1.453 1.684 5.745
H: 2.176 0.874 7.074
H: -0.258 1.003 7.419
H: -0.248 2.714 6.884
H: 1.004 1.449 9.458
H: -0.303 2.571 9.420
H: -0.418 4.786 8.148
H: 0.228 5.425 9.435
H: 1.227 5.684 8.123
H: 1.074 3.298 11.035
H: 2.655 3.053 10.676
H: 2.097 4.772 10.736
H: 3.042 4.868 5.831
H: 1.416 4.755 6.188
H: 1.975 3.652 4.906
H: 4.473 3.987 8.697
C: 5.729 3.951 -4.109
C: 5.940 2.484 -4.060
C: 7.104 2.180 -5.057
C: 7.714 0.750 -4.876
C: 7.995 0.535 -3.306
C: 6.794 0.861 -2.308
N: 6.193 2.132 -2.618
O: 5.174 2.510 -1.742
C: 5.861 -0.405 -2.332
C: 7.339 1.142 -0.906
C: 4.686 1.716 -4.527
H: 4.776 4.113 -3.605
H: 5.690 4.374 -5.113
H: 6.315 4.641 -3.502
H: 6.840 2.458 -6.077
H: 7.914 2.907 -4.990
H: 8.680 0.776 -5.381
H: 7.054 -0.006 -5.301
H: 8.878 1.096 -2.999
H: 8.364 -0.468 -3.089
H: 5.764 -0.698 -3.378
H: 6.379 -1.229 -1.840
H: 4.933 -0.206 -1.797
H: 8.167 1.846 -0.983
H: 6.618 1.516 -0.179
H: 7.657 0.159 -0.559
H: 4.647 0.675 -4.848
H: 4.345 2.179 -5.452
H: 3.805 1.693 -3.886
H: 5.661 2.926 -1.027
C: -5.081 -0.398 0.482
C: -5.297 -1.860 0.807
C: -4.208 -2.089 1.943
C: -4.672 -1.818 3.458
C: -6.066 -2.505 3.580
C: -7.090 -1.935 2.644
N: -6.717 -2.023 1.234
O: -7.707 -1.734 0.201
C: -8.357 -2.889 2.732
C: -7.596 -0.541 3.010
C: -4.945 -2.696 -0.447
H: -5.782 0.002 -0.250
H: -4.135 -0.138 0.008
H: -4.975 0.262 1.343
H: -3.608 -2.984 1.775
H: -3.377 -1.387 1.876
H: -4.999 -0.846 3.827
H: -3.993 -2.304 4.159
H: -6.334 -2.431 4.634
H: -6.023 -3.575 3.382
H: -8.884 -2.942 3.684
H: -9.155 -2.728 2.007
H: -8.065 -3.926 2.565
H: -8.180 -0.083 2.212
H: -8.318 -0.490 3.825
H: -6.834 0.194 3.271
H: -5.163 -3.722 -0.150
H: -3.926 -2.527 -0.793
H: -5.697 -2.507 -1.213
H: -7.744 -2.582 -0.246
C: 0.427 -1.133 -1.831
C: 0.472 -1.753 -0.372
C: 1.906 -2.251 -0.209
C: 2.985 -1.223 0.187
C: 2.412 -0.430 1.410
C: 1.028 0.240 1.273
N: 0.085 -0.794 0.692
O: -1.156 -0.365 0.407
C: 0.528 0.685 2.628
C: 1.197 1.479 0.422
C: -0.496 -3.001 -0.414
H: -0.556 -0.698 -2.014
H: 0.616 -1.914 -2.567
H: 1.017 -0.228 -1.982
H: 1.654 -2.913 0.620
H: 2.235 -2.907 -1.015
H: 3.385 -0.616 -0.626
H: 3.870 -1.773 0.505
H: 3.164 0.338 1.589
H: 2.515 -1.149 2.223
H: 0.126 -0.159 3.190
H: 1.041 1.463 3.194
H: -0.418 1.208 2.484
H: 1.877 2.183 0.902
H: 1.659 1.364 -0.559
H: 0.230 1.908 0.159
H: -0.132 -3.781 -1.082
H: -1.547 -2.837 -0.655
H: -0.599 -3.495 0.552
H: -1.013 0.185 -0.367

These are the Löwdin partial charges, in e, on atoms 1 to 6: -0.018, -0.497, -0.136, -0.140, -0.153, -0.416